Molecular formula: C21H40NiP2
Method: DFT, ωB97M-V/def2-TZVPD

Each line ends with the Mulliken charge.
CARTESIAN COORDINATES (ANGSTROEM)
P 1.17416 0.16466 -1.62625  0.935
P -1.60039 1.34070 1.16401  1.840
C -0.27428 -0.55579 -0.81829  1.307
C -1.41174 -0.17785 0.16429  -0.822
H -0.24679 -1.68040 -0.63998  -1.840
H -0.79404 -0.71158 -1.76189  0.105
H -2.34049 -0.31709 -0.47610  0.332
H -1.53014 -0.98248 0.89696  0.058
C -1.12618 1.06435 2.88793  -1.447
H -1.61208 1.81747 3.51440  0.453
H -0.04116 1.14083 3.06031  0.363
H -1.45899 0.06785 3.21123  0.466
C -3.34639 1.56661 0.87485  -1.681
H -3.79700 0.56999 1.05252  0.464
H -3.50453 1.83500 -0.17879  0.386
H -3.85029 2.27714 1.52134  0.548
C 2.97994 -0.49453 -1.56016  -1.391
H 3.57890 0.35432 -1.96955  0.573
H 3.20160 -1.36887 -2.20335  0.502
H 3.33795 -0.72322 -0.53778  0.123
C 0.88482 -0.43979 -3.40282  -1.268
H -0.14893 -0.78345 -3.62109  0.405
H 1.56659 -1.23960 -3.74019  0.380
H 1.08961 0.43494 -4.04582  0.358
Ni 0.91243 -2.35885 0.24996  0.015
C -0.88641 -3.34500 0.27069  -0.735
C -0.13024 -3.10378 1.45078  0.142
C 0.90866 -4.06749 1.89542  -1.025
C 1.91977 -4.49098 0.78502  -1.246
C 2.25102 -3.46607 -0.26184  -0.694
C 1.44311 -3.18198 -1.39142  0.524
C 0.29289 -4.00797 -1.85065  -1.302
C -0.70195 -4.41824 -0.72882  -0.863
C 1.76348 2.78635 -0.77524  -1.082
H -1.85933 -2.85798 0.18508  0.348
H -0.58342 -2.42070 2.16327  0.298
H 0.39506 -4.96398 2.24393  0.364
H 1.42411 -3.62860 2.75454  0.377
H 2.89533 -4.71979 1.25331  0.529
H 1.51635 -5.35072 0.23093  0.186
H 3.02082 -2.70813 0.01447  0.517
H 1.91543 -2.70436 -2.25734  0.525
H 0.62473 -4.93715 -2.33404  0.489
H -0.24839 -3.45003 -2.63067  0.243
H -1.67229 -4.61237 -1.21679  0.450
H -0.38978 -5.36439 -0.27112  0.256
H 1.34968 3.63714 -1.31274  0.260
H 2.24727 2.10960 -1.53255  0.148
H 2.55447 3.09201 -0.07647  0.271
C -1.10052 4.75372 -0.57871  -1.628
C -0.76460 4.07856 0.74842  1.509
C 0.39868 4.81218 1.40783  -1.759
C -1.97909 4.26821 1.68209  -1.875
C -0.44659 2.53268 0.50188  -1.337
C 0.61008 2.09299 -0.17054  1.550
H -1.38855 5.79632 -0.34978  0.460
H -1.91472 4.23493 -1.08902  0.318
H -0.20627 4.74552 -1.20103  0.295
H 0.11960 5.87608 1.46499  0.470
H 0.60410 4.42714 2.40977  0.348
H 1.27947 4.70263 0.78679  0.386
H -2.91978 3.95927 1.21614  0.292
H -1.88759 3.75781 2.65008  0.327
H -2.09713 5.33625 1.89761  0.501

Results
- Kohn-Sham gap (alpha / beta) (eV) = 3.501 / 5.199
- E_HOMO (alpha / beta) (eV) = -3.365 / -5.678
- 2S+1 = 3
- E_LUMO (alpha / beta) (eV) = 0.1 / -0.5
- total energy (Eh) = -3014.7019